128
Properties=species:S:1:pos:R:3:forces:R:3 method="wB97M-V/def2-TZVPD" charge=+3 multiplicity=6 de_lowest_kj_mol=0.0 s_squared=8.770 lumo_ev="-7.181 / -8.905"
Ru 0.90325 0.35331 -0.73623 0.216 -0.008 -0.075
O -0.77510 -1.38880 -1.69189 -0.011 0.002 0.426
C -0.46744 -2.73828 -1.80364 0.190 -0.108 -0.278
C -1.39325 -3.74477 -2.01806 0.022 0.080 0.073
C -0.94515 -5.05349 -2.15142 -0.019 -0.028 -0.010
C 0.40572 -5.35554 -2.10821 -0.023 -0.079 -0.009
C 1.32530 -4.33364 -1.95170 0.072 0.060 -0.012
C 0.91071 -3.01356 -1.78544 -0.230 -0.048 -0.059
P 2.13341 -1.67680 -1.79642 0.019 0.087 -0.006
C 3.47682 -2.04629 -0.64586 0.091 0.010 -0.068
C 3.43345 -3.06402 0.30262 -0.072 0.019 0.049
C 4.50873 -3.25957 1.15871 0.018 0.009 0.034
C 5.63166 -2.44693 1.06918 0.017 -0.032 0.036
C 5.67727 -1.42576 0.12792 0.051 0.014 -0.002
C 4.60231 -1.21929 -0.71997 -0.002 -0.037 -0.065
C 2.88168 -1.71041 -3.44503 0.041 -0.144 -0.012
C 2.15834 -1.19939 -4.52071 0.023 -0.009 0.062
C 2.65655 -1.28290 -5.80849 0.034 -0.008 -0.066
C 3.88586 -1.88822 -6.03609 -0.017 0.015 -0.035
C 4.60484 -2.41763 -4.97407 0.022 -0.012 -0.040
C 4.10821 -2.33549 -3.68281 -0.033 0.061 0.063
C -1.97912 -0.72668 -1.79822 -0.004 0.093 -0.227
C -3.20648 -1.20812 -1.37537 0.068 0.028 0.076
C -4.32398 -0.39247 -1.50067 -0.046 -0.052 0.028
C -4.23313 0.88490 -2.03406 -0.033 0.038 -0.028
C -3.00191 1.36363 -2.44602 0.007 0.088 -0.055
C -1.85875 0.57470 -2.31903 -0.119 -0.169 -0.140
P -0.25130 1.06666 -2.97436 0.152 -0.040 0.459
C 0.35280 2.56417 -2.16280 -0.218 0.186 -0.210
C 1.61752 3.02101 -2.57530 0.063 -0.061 0.062
C 2.14760 4.17371 -2.03141 0.046 0.026 -0.005
C 1.44633 4.86952 -1.05034 0.010 0.034 0.009
C 0.20764 4.41728 -0.61869 -0.036 -0.036 -0.016
C -0.34883 3.27768 -1.18220 0.004 -0.041 0.034
C -0.39765 1.31023 -4.74152 -0.066 0.017 -0.030
C -0.12818 2.52968 -5.35832 0.019 -0.030 -0.025
C -0.27834 2.64188 -6.73219 -0.001 0.030 -0.037
C -0.69166 1.54977 -7.48159 -0.004 0.009 -0.040
C -0.96122 0.33303 -6.86414 -0.011 -0.027 0.023
C -0.81234 0.20713 -5.49440 -0.047 0.036 -0.067
H -2.44645 -3.53601 -2.11483 0.014 0.012 0.014
H -1.67007 -5.84094 -2.31263 0.011 0.021 -0.005
H 0.74250 -6.37608 -2.23226 -0.009 0.029 0.010
H 2.38518 -4.55995 -1.98586 -0.014 0.013 0.017
H 2.56246 -3.70202 0.37917 0.018 0.008 -0.022
H 4.47781 -4.06099 1.88623 0.001 0.015 -0.027
H 6.47778 -2.62148 1.72228 -0.022 0.003 -0.020
H 6.56039 -0.80435 0.04010 -0.021 -0.017 0.003
H 4.65358 -0.43057 -1.46419 -0.016 -0.015 0.008
H 1.19252 -0.74837 -4.35983 0.001 0.010 0.040
H 2.08435 -0.87983 -6.63508 0.008 -0.007 0.021
H 4.27901 -1.95562 -7.04236 -0.007 0.006 0.027
H 5.55614 -2.90237 -5.15072 -0.019 0.006 0.004
H 4.67972 -2.76097 -2.87030 0.015 -0.013 0.032
H -3.30323 -2.18204 -0.92321 0.031 -0.021 0.005
H -5.28633 -0.77111 -1.17928 0.021 0.000 -0.001
H -5.12075 1.49447 -2.14034 0.028 -0.006 -0.013
H -2.92616 2.34827 -2.89525 0.001 -0.019 0.014
H 2.17324 2.46994 -3.32692 -0.002 0.011 -0.012
H 3.10629 4.54222 -2.37513 -0.029 -0.022 -0.002
H 1.86217 5.77978 -0.63646 -0.011 -0.026 0.001
H -0.34284 4.97371 0.12962 0.006 -0.012 -0.012
H -1.33774 2.95169 -0.88708 -0.046 0.000 0.012
H 0.18313 3.38999 -4.78280 0.005 0.028 0.032
H -0.07759 3.58835 -7.21697 -0.011 -0.021 0.010
H -0.81104 1.64692 -8.55304 0.011 -0.004 0.026
H -1.28723 -0.51531 -7.45162 -0.004 0.019 0.010
H -1.02588 -0.74310 -5.01468 -0.013 0.023 -0.007
C -7.02035 1.42266 4.58217 -0.073 0.022 0.026
C -5.66581 1.35150 3.95242 0.140 -0.020 -0.047
C -5.34565 2.11827 2.83416 0.017 -0.084 0.030
C -4.09212 2.06774 2.24456 -0.012 -0.050 -0.006
C -3.84949 2.93568 1.03506 0.081 0.050 -0.037
C -3.12272 1.20416 2.80243 -0.121 0.219 0.018
Te -1.19940 1.55753 2.03402 -0.187 -0.006 0.075
N -0.65964 0.08631 0.82313 0.406 0.188 0.054
C -0.22521 -1.16303 1.17317 0.080 -0.079 -0.100
O 0.96413 -1.43425 0.85287 -0.321 0.026 -0.041
C -1.10888 -2.20421 1.70126 -0.103 -0.005 0.115
C -2.48716 -1.99087 1.79975 0.117 -0.123 -0.152
C -3.31288 -3.01444 2.23077 -0.021 -0.019 -0.040
C -2.76659 -4.24737 2.56691 -0.058 -0.034 0.021
C -1.39607 -4.46439 2.47405 0.030 -0.039 0.023
C -0.56674 -3.44848 2.03863 0.003 0.052 0.014
C 0.03446 1.33327 3.72776 0.047 0.042 0.065
C 0.70897 0.15813 4.03907 0.054 0.008 -0.152
C 1.50328 0.10228 5.16905 0.055 0.031 0.045
C 1.62299 1.22511 5.97892 0.015 -0.043 0.032
C 0.94770 2.39072 5.66163 -0.045 0.043 -0.040
C 0.13521 2.47461 4.53056 -0.032 -0.090 0.022
C -0.64160 3.73130 4.24915 -0.044 0.062 0.034
C -3.42346 0.39683 3.91060 0.063 0.005 0.086
C -2.47771 -0.58298 4.53890 0.028 -0.101 0.095
C -4.69329 0.49761 4.46301 -0.063 0.015 -0.092
H -7.63183 2.20198 4.13266 -0.003 -0.007 0.008
H -6.93666 1.62191 5.65099 -0.012 -0.009 -0.004
H -7.54196 0.47065 4.46890 -0.004 0.010 0.014
H -6.09630 2.77660 2.41251 0.013 -0.009 0.006
H -4.79908 3.31755 0.66554 0.017 0.017 -0.017
H -3.38527 2.38262 0.21336 -0.011 -0.004 0.024
H -3.22465 3.80375 1.26588 -0.003 -0.018 0.006
H -2.90350 -1.03122 1.52656 -0.035 -0.030 -0.038
H -4.38166 -2.85652 2.30844 0.027 0.007 -0.006
H -3.41347 -5.04796 2.90424 0.016 0.025 -0.010
H -0.98336 -5.42829 2.74147 -0.001 0.024 -0.010
H 0.50058 -3.60314 1.95432 0.008 0.001 -0.008
H 0.60808 -0.72965 3.42892 0.003 0.001 -0.014
H 2.01151 -0.81748 5.42824 -0.004 0.011 -0.009
H 2.23113 1.18692 6.87337 0.002 -0.006 -0.019
H 1.03226 3.25427 6.31048 0.000 -0.013 -0.025
H -0.34060 4.52832 4.92647 -0.028 -0.007 -0.019
H -1.71647 3.57491 4.39049 0.034 0.001 -0.004
H -0.48113 4.09814 3.23151 0.023 0.025 -0.013
H -1.52953 -0.66005 4.01993 -0.099 -0.034 0.034
H -2.92385 -1.57957 4.53756 0.001 0.085 0.079
H -2.27828 -0.31181 5.57714 0.036 0.024 -0.011
H -4.93273 -0.11913 5.32293 0.019 -0.001 -0.010
C 5.37033 2.28296 2.10727 -0.025 -0.045 0.006
N 4.32334 2.29452 1.09347 -0.013 -0.330 0.265
C 3.37651 1.36595 0.97250 -0.139 0.084 -0.211
N 3.31882 0.34028 1.82387 0.249 0.137 0.181
O 2.51611 1.50375 0.03357 -0.041 -0.141 0.063
H 5.98976 3.16463 1.97807 -0.006 0.007 -0.011
H 6.00824 1.40307 2.00043 -0.017 0.016 0.010
H 4.94212 2.31197 3.11082 0.013 -0.001 -0.015
H 4.27991 3.04071 0.42693 -0.021 0.172 -0.156
H 4.06517 0.18159 2.48451 -0.109 -0.007 -0.086
H 2.70132 -0.43039 1.61432 -0.090 -0.052 -0.026